The following is a DFT calculation (ωB97M-V/def2-TZVPD) of a structure of composition C33H53Al2Br3Cl4F3I2NO10PSi.

The calculation puts the molecular weight at 1429.13 g mol⁻¹. The expectation value of S² is 0.757. The net charge is +2. Its spin multiplicity is 2. The gap between HOMO and LUMO (alpha / beta) is 0.159 / 0.158 Eh.

Last column: Löwdin spin population.
Cartesian coordinates (Å):
C1 5.383 -2.615 -0.197  0.007
C2 4.764 -1.365 -0.908  0.016
I1 6.102 0.303 -0.570  0.486
C3 3.394 -1.031 -0.339  0.003
I2 1.767 -2.014 -1.361  -0.002
Al1 3.136 0.939 -0.156  0.136
C4 2.764 1.981 -1.851  0.008
P1 3.604 1.497 -3.333  0.000
O1 5.029 1.864 -3.374  0.001
O2 2.878 2.289 -4.554  0.001
O3 3.320 -0.040 -3.630  0.000
C5 1.585 1.205 1.181  0.053
F1 1.984 2.018 2.228  0.002
F2 1.238 -0.018 1.724  0.012
C6 0.341 1.851 0.571  0.008
C7 -0.723 0.804 0.226  0.000
Si1 -2.043 1.427 -0.942  0.000
C8 -1.282 1.802 -2.626  0.000
C9 -2.863 2.918 -0.153  0.000
C10 -3.355 0.085 -1.217  0.000
C11 -4.716 0.285 -0.985  0.000
C12 -5.653 -0.726 -1.179  0.000
C13 -5.241 -1.987 -1.615  0.000
C14 -3.891 -2.204 -1.880  0.000
C15 -2.972 -1.178 -1.683  0.000
H1 5.924 -3.196 -0.940  0.000
H2 4.594 -3.240 0.199  0.000
H3 6.056 -2.255 0.565  0.002
H4 4.750 -1.626 -1.960  0.003
H5 3.349 -1.465 0.657  0.001
H6 4.475 1.655 0.558  0.251
H7 1.697 2.026 -2.073  0.001
H8 3.094 3.006 -1.669  0.001
H9 2.303 2.967 -4.186  0.000
H10 3.799 -0.353 -4.410  0.000
H11 0.572 2.507 -0.265  0.001
H12 -0.083 2.501 1.342  0.002
H13 -0.268 -0.073 -0.242  0.000
H14 -1.190 0.457 1.147  0.000
H15 -0.298 2.239 -2.470  0.000
H16 -1.158 0.878 -3.194  0.000
H17 -1.879 2.528 -3.173  0.000
H18 -3.402 2.596 0.739  0.000
H19 -2.097 3.619 0.173  0.000
H20 -3.565 3.413 -0.821  0.000
H21 -5.024 1.265 -0.646  0.000
H22 -6.709 -0.572 -1.012  0.000
H23 -5.950 -2.788 -1.756  0.000
H24 -3.568 -3.184 -2.219  0.000
H25 -1.904 -1.343 -1.865  0.000
C16 -7.214 1.554 5.040  0.000
C17 -7.063 0.848 3.667  0.000
C18 -8.119 1.379 2.682  0.000
C19 -9.539 0.893 2.966  0.000
C20 -9.599 -0.629 3.066  0.000
C21 -8.606 -1.225 4.077  0.000
N1 -7.222 -0.657 3.796  0.000
O4 -6.708 -1.221 2.882  0.000
C22 -9.057 -0.913 5.517  0.000
C23 -8.605 -2.748 3.981  0.000
C24 -5.662 1.198 3.180  0.000
H26 -6.531 2.395 5.111  0.000
H27 -8.214 1.947 5.206  0.000
H28 -6.967 0.890 5.869  0.000
H29 -7.842 1.079 1.665  0.000
H30 -8.082 2.467 2.709  0.000
H31 -9.926 1.350 3.878  0.000
H32 -10.196 1.225 2.161  0.000
H33 -10.601 -0.946 3.351  0.000
H34 -9.406 -1.057 2.075  0.000
H35 -8.303 -1.221 6.242  0.000
H36 -9.967 -1.465 5.736  0.000
H37 -9.286 0.136 5.688  0.000
H38 -8.409 -3.107 2.971  0.000
H39 -9.581 -3.124 4.272  0.000
H40 -7.861 -3.186 4.649  0.000
H41 -4.894 0.809 3.850  0.000
H42 -5.548 2.278 3.139  0.000
H43 -5.469 0.822 2.174  0.000
C25 7.313 -0.290 -8.087  0.000
C26 5.812 -0.236 -7.972  0.000
C27 5.265 -0.413 -6.578  0.000
O5 3.963 -0.959 -6.822  0.000
C28 4.025 -1.628 -8.010  0.000
O6 3.175 -2.349 -8.412  0.000
O7 5.187 -1.351 -8.645  0.000
H44 7.761 0.611 -7.669  0.000
H45 7.714 -1.158 -7.562  0.000
H46 7.611 -0.379 -9.131  0.000
H47 5.432 0.682 -8.429  0.000
H48 5.192 0.523 -6.023  0.000
H49 5.837 -1.139 -5.993  0.000
Al2 -1.673 -1.789 -4.055  0.000
C29 4.077 -4.211 3.627  0.000
Br1 2.945 -2.671 3.370  0.000
Br2 3.157 -5.846 3.214  0.000
Br3 5.712 -4.050 2.622  0.000
H50 4.343 -4.245 4.674  0.000
C30 6.765 2.464 3.117  0.001
C31 8.074 2.943 2.533  0.000
O8 8.058 4.319 2.837  0.000
C32 7.312 4.476 3.975  0.000
O9 7.300 5.444 4.645  0.000
O10 6.591 3.348 4.223  0.000
F3 8.114 2.784 1.181  0.000
H51 5.939 2.593 2.414  0.003
H52 6.796 1.428 3.448  0.000
H53 8.961 2.483 2.972  0.000
C33 9.938 -4.164 -0.584  0.000
Cl1 11.323 -3.193 -0.092  0.000
Cl2 8.584 -3.860 0.521  0.001
Cl3 9.450 -3.714 -2.225  0.001
Cl4 10.358 -5.872 -0.539  0.000


The following is a DFT calculation (ωB97M-V/def2-TZVPD) of a cluster of 7 separate species, C33H53BCl2FN2O18P in total.

The calculation puts the molecular weight at 897.47 g mol⁻¹. Its SMILES is COB(O)P(CC(=O)F)(ON=O)([C@H](Cl)[C@H](C)Cl)N(C)C(C)=O.O=C1CCCO1.O=C1CCCO1.O=C1CCCO1.O=C1CCCO1.O=C1CCCO1.O=C1CCCO1. The net charge is 0. Its spin multiplicity is 1. The gap between HOMO and LUMO is 0.316 Eh.

Last column: Löwdin charge in e.
Cartesian coordinates (Å):
C1 -1.750 1.224 -3.367  -0.051
O1 -0.779 1.168 -2.315  -0.042
B1 -1.350 0.723 -1.130  -0.630
O2 -2.141 1.651 -0.437  0.126
P1 -1.119 -1.103 -0.473  0.954
C2 -1.375 -1.340 1.383  -0.104
C3 -2.451 -0.413 1.992  -0.509
O3 -2.210 0.627 2.412  0.178
F1 -3.742 -0.832 2.104  0.084
O4 -2.889 -1.253 -0.663  -0.300
N1 -3.396 -2.443 -0.199  -0.077
O5 -4.575 -2.395 -0.274  0.046
C4 -0.738 -2.358 -1.830  -0.595
Cl1 0.652 -1.697 -2.844  0.613
C5 -1.913 -2.620 -2.890  -0.674
C6 -2.603 -4.014 -2.632  -0.139
Cl2 -1.250 -2.827 -4.607  0.515
N2 0.615 -0.930 -0.183  -0.342
C7 1.348 -2.073 0.354  -0.101
C8 1.191 0.345 0.055  -0.497
C9 1.081 1.190 1.343  0.045
O6 1.931 0.793 -0.764  0.110
H1 -1.919 0.249 -3.864  0.079
H2 -1.408 1.919 -4.156  0.105
H3 -2.724 1.616 -3.008  0.104
H4 -1.487 2.268 -0.049  0.105
H5 -1.561 -2.394 1.683  0.098
H6 -0.505 -1.049 1.993  0.092
H7 -0.408 -3.350 -1.473  0.037
H8 -2.628 -1.798 -3.008  0.070
H9 -2.160 -4.785 -3.272  0.057
H10 -2.328 -4.287 -1.590  0.062
H11 -3.700 -3.951 -2.680  0.076
H12 1.934 -1.800 1.254  0.101
H13 0.717 -2.956 0.569  0.083
H14 2.080 -2.412 -0.417  0.078
H15 0.744 2.202 1.040  0.079
H16 0.348 0.828 2.081  0.067
H17 2.073 1.328 1.798  0.071
O7 0.366 -5.080 -1.175  0.089
C10 1.501 -5.397 -0.945  -0.474
O8 1.968 -5.636 0.300  0.035
C11 3.384 -5.882 0.249  -0.149
C12 3.659 -6.321 -1.177  -0.154
C13 2.612 -5.542 -1.959  -0.066
H18 3.907 -4.958 0.509  0.129
H19 3.646 -6.649 0.975  0.126
H20 4.683 -6.130 -1.496  0.119
H21 3.471 -7.392 -1.278  0.120
H22 2.966 -4.547 -2.239  0.131
H23 2.271 -6.085 -2.837  0.130
O9 -2.882 -4.639 2.088  0.111
C14 -3.903 -5.194 2.374  -0.476
O10 -4.033 -6.010 3.452  0.029
C15 -5.341 -6.604 3.456  -0.162
C16 -6.201 -5.679 2.614  -0.158
C17 -5.201 -5.144 1.599  -0.078
H24 -5.268 -7.607 3.028  0.126
H25 -5.700 -6.684 4.480  0.124
H26 -7.059 -6.179 2.167  0.116
H27 -6.574 -4.858 3.230  0.120
H28 -5.117 -5.793 0.726  0.136
H29 -5.433 -4.127 1.296  0.104
O11 0.861 5.707 1.399  0.115
C18 0.619 5.397 0.267  -0.482
O12 0.112 4.188 -0.085  0.001
C19 0.038 4.089 -1.522  -0.152
C20 0.020 5.521 -2.017  -0.143
C21 0.863 6.237 -0.969  -0.065
H30 0.913 3.539 -1.879  0.128
H31 -0.857 3.546 -1.801  0.086
H32 0.395 5.627 -3.035  0.121
H33 -0.997 5.908 -1.993  0.097
H34 1.928 6.209 -1.210  0.130
H35 0.534 7.261 -0.813  0.126
O13 -2.878 4.496 -1.842  0.109
C22 -3.359 4.837 -0.798  -0.467
O14 -2.749 5.698 0.055  0.024
C23 -3.523 5.817 1.261  -0.143
C24 -4.929 5.398 0.873  -0.152
C25 -4.668 4.362 -0.213  -0.065
H36 -3.087 5.161 2.018  0.133
H37 -3.482 6.844 1.619  0.127
H38 -5.512 5.021 1.712  0.118
H39 -5.465 6.249 0.446  0.119
H40 -4.527 3.362 0.202  0.133
H41 -5.452 4.356 -0.967  0.129
O15 7.307 3.084 -3.218  0.112
C26 6.256 2.557 -2.988  -0.491
O16 6.062 1.688 -1.965  0.028
C27 4.726 1.152 -2.029  -0.159
C28 3.930 2.160 -2.833  -0.169
C29 4.980 2.709 -3.789  -0.078
H42 4.767 0.173 -2.514  0.130
H43 4.333 1.031 -1.023  0.108
H44 3.064 1.725 -3.328  0.116
H45 3.576 2.959 -2.177  0.112
H46 5.060 2.108 -4.697  0.130
H47 4.799 3.752 -4.037  0.123
O17 3.780 -0.081 3.167  0.108
C30 4.175 0.956 3.618  -0.492
O18 4.465 2.037 2.854  0.022
C31 5.016 3.080 3.674  -0.150
C32 4.536 2.774 5.081  -0.157
C33 4.465 1.253 5.073  -0.075
H48 6.105 3.050 3.590  0.128
H49 4.662 4.047 3.319  0.128
H50 5.184 3.182 5.855  0.117
H51 3.535 3.186 5.229  0.121
H52 5.420 0.797 5.343  0.132
H53 3.670 0.879 5.713  0.126


The following is a DFT calculation (ωB97M-V/def2-TZVPD) of a structure of composition C33H53BFeN8S4.

The calculation puts the molecular weight at 756.77 g mol⁻¹. The expectation value of S² is 6.044. The net charge is +2. Its spin multiplicity is 5. The gap between HOMO and LUMO (alpha / beta) is 0.239 / 0.243 Eh. The value obtained for the energy relative to the best compared isomer or geometry (same formula, charge and spin) is 107.0 kJ/mol.

Last column: Löwdin spin population.
Cartesian coordinates (Å):
Fe1 -0.507 -0.275 3.002  3.656
C1 4.551 0.894 1.783  0.002
C2 3.465 0.351 0.914  0.002
C3 3.718 -0.346 -0.228  -0.001
C4 2.639 -0.955 -0.933  -0.002
N1 1.402 -0.727 -0.612  0.002
N2 1.123 0.119 0.414  -0.007
B1 -0.275 0.565 0.540  -0.034
N3 -0.536 2.026 0.861  0.001
N4 -0.163 2.592 -0.296  -0.002
C5 -0.255 3.879 -0.461  0.001
C6 -0.831 4.672 0.567  0.001
C7 -1.197 4.117 1.760  0.004
C8 -1.760 4.936 2.871  0.004
C9 -0.994 2.714 1.940  0.012
S1 -1.247 1.994 3.457  0.083
C10 0.291 4.435 -1.764  0.000
C11 -0.500 3.823 -2.931  0.000
C12 0.194 5.959 -1.815  0.000
C13 1.765 4.011 -1.876  0.000
N5 -1.321 -0.151 -0.298  -0.003
N6 -1.085 -0.248 -1.621  0.000
C14 -1.965 -0.823 -2.386  0.000
C15 -3.135 -1.420 -1.836  0.001
C16 -3.413 -1.286 -0.511  0.003
C17 -4.661 -1.811 0.119  0.003
C18 -2.460 -0.580 0.282  0.008
S2 -2.760 -0.199 1.907  0.075
C19 -1.783 -0.801 -3.895  0.000
C20 -1.809 -2.242 -4.428  0.000
C21 -0.470 -0.132 -4.287  0.000
C22 -2.963 -0.002 -4.477  0.000
C23 2.100 0.516 1.293  0.004
S3 1.650 1.087 2.812  0.049
C24 2.896 -1.816 -2.159  0.000
C25 4.219 -2.583 -2.059  0.000
C26 1.755 -2.818 -2.369  0.000
C27 2.983 -0.811 -3.326  0.000
H1 5.526 0.573 1.423  0.000
H2 4.419 0.565 2.814  0.001
H3 4.523 1.985 1.798  0.000
H4 4.735 -0.495 -0.563  0.000
H5 -0.985 5.730 0.412  0.000
H6 -1.831 5.981 2.577  0.000
H7 -1.131 4.855 3.759  0.001
H8 -2.751 4.577 3.154  0.001
H9 -1.539 4.158 -2.915  0.000
H10 -0.477 2.735 -2.873  0.000
H11 -0.056 4.134 -3.877  0.000
H12 -0.845 6.294 -1.801  0.000
H13 0.639 6.317 -2.743  0.000
H14 0.731 6.427 -0.988  0.000
H15 1.851 2.923 -1.868  0.000
H16 2.356 4.417 -1.052  0.000
H17 2.182 4.384 -2.811  0.000
H18 -3.829 -1.953 -2.471  0.000
H19 -5.264 -2.355 -0.603  0.000
H20 -5.252 -0.987 0.524  0.001
H21 -4.420 -2.469 0.956  0.001
H22 -1.040 -2.849 -3.947  0.000
H23 -1.615 -2.234 -5.500  0.000
H24 -2.777 -2.719 -4.272  0.000
H25 0.373 -0.747 -3.981  0.000
H26 -0.374 0.848 -3.819  0.000
H27 -0.432 -0.006 -5.369  0.000
H28 -3.923 -0.455 -4.228  0.000
H29 -2.882 0.031 -5.563  0.000
H30 -2.959 1.023 -4.102  0.000
H31 4.290 -3.155 -1.131  0.000
H32 5.087 -1.928 -2.138  0.000
H33 4.274 -3.291 -2.885  0.000
H34 1.790 -3.591 -1.597  0.000
H35 1.868 -3.308 -3.336  0.000
H36 0.786 -2.324 -2.328  0.000
H37 3.855 -0.164 -3.207  0.000
H38 2.096 -0.179 -3.361  0.000
H39 3.080 -1.340 -4.275  0.000
C28 -1.359 -3.620 3.220  0.002
C29 -0.478 -3.256 2.022  0.004
N7 0.500 -2.191 2.337  0.031
C30 1.561 -2.563 3.299  0.002
C31 1.195 -2.458 4.780  0.004
S4 0.410 -0.867 5.233  0.040
C32 -1.151 -1.335 6.063  0.007
C33 -1.850 -2.521 5.406  0.002
N8 -1.775 -2.420 3.946  0.036
H40 -0.799 -4.274 3.887  0.000
H41 -2.211 -4.201 2.860  0.001
H42 -1.095 -2.881 1.202  0.000
H43 0.029 -4.162 1.675  0.001
H44 0.969 -2.003 1.457  0.001
H45 2.400 -1.894 3.102  0.000
H46 1.903 -3.588 3.115  0.000
H47 2.111 -2.533 5.364  0.000
H48 0.533 -3.255 5.100  0.000
H49 -1.754 -0.428 5.985  0.001
H50 -0.943 -1.526 7.114  0.002
H51 -2.885 -2.547 5.753  0.001
H52 -1.389 -3.451 5.738  0.000
H53 -2.659 -2.098 3.578  0.000


The following is a DFT calculation (ωB97M-V/def2-TZVPD) of a structure of composition C33H53N2O2P2PbS.

The calculation puts the molecular weight at 811.01 g mol⁻¹. The net charge is +1. Its spin multiplicity is 1. The gap between HOMO and LUMO (alpha / beta) is 0.161 / 0.228 Eh. The value obtained for the energy relative to the best compared isomer or geometry (same formula, charge and spin) is 379.4 kJ/mol.

Last column: Löwdin charge in e.
Cartesian coordinates (Å):
C1 2.564 0.501 -0.862  -0.365
C2 1.019 2.127 -0.145  -0.363
C3 3.443 1.492 -1.251  -0.055
C4 1.839 3.139 -0.540  -0.039
C5 3.098 2.816 -1.086  -0.087
H1 4.386 1.192 -1.704  0.115
H2 1.522 4.180 -0.429  0.119
H3 3.775 3.610 -1.382  0.098
N1 1.446 0.868 -0.262  -0.075
P1 1.247 -1.941 -1.524  1.069
P2 -0.956 1.218 1.760  1.105
C6 2.773 -0.998 -1.121  -0.230
H4 3.520 -1.122 -1.932  0.096
H5 3.203 -1.464 -0.219  0.084
C7 -1.488 -2.166 0.604  -0.374
O1 -2.342 -2.970 0.777  0.001
C8 -0.428 2.315 0.273  -0.276
H6 -0.634 3.369 0.511  0.108
C9 -2.806 1.416 1.939  -0.636
C10 0.064 1.700 3.219  -0.645
C11 0.675 -1.485 -3.234  -0.633
C12 1.616 -3.726 -1.257  -0.641
C13 -3.595 0.219 1.354  -0.083
H7 -3.558 -0.648 2.025  0.082
H8 -4.652 0.528 1.271  0.105
H9 -3.253 -0.087 0.362  0.051
C14 -3.132 1.470 3.440  -0.088
H10 -2.923 0.513 3.928  0.079
H11 -2.602 2.266 3.963  0.068
H12 -4.208 1.660 3.542  0.101
C15 -3.262 2.714 1.242  -0.062
H13 -4.184 3.063 1.727  0.098
H14 -2.531 3.520 1.313  0.068
H15 -3.497 2.545 0.184  0.081
C16 -0.258 0.753 4.406  -0.129
H16 -0.709 -0.190 4.058  0.024
H17 0.671 0.508 4.917  0.068
H18 -0.934 1.213 5.138  0.081
C17 1.575 1.565 2.908  -0.081
H19 1.800 0.657 2.358  0.039
H20 1.948 2.429 2.357  0.084
H21 2.103 1.523 3.868  0.095
C18 -0.241 3.177 3.565  -0.066
H22 -0.929 3.646 2.876  0.056
H23 -0.639 3.276 4.593  0.091
H24 0.701 3.737 3.548  0.088
C19 0.334 -4.569 -1.469  -0.065
H25 0.393 -5.454 -0.824  0.095
H26 -0.569 -4.019 -1.196  0.058
H27 0.243 -4.921 -2.502  0.080
C20 2.113 -3.972 0.184  -0.096
H28 2.894 -3.280 0.489  0.060
H29 1.297 -3.923 0.909  0.047
H30 2.535 -4.987 0.225  0.103
C21 2.743 -4.129 -2.225  -0.073
H31 3.441 -4.787 -1.693  0.089
H32 2.363 -4.710 -3.086  0.093
H33 3.306 -3.282 -2.594  0.057
C22 0.410 0.039 -3.334  -0.066
H34 0.957 0.487 -4.176  0.102
H35 -0.647 0.216 -3.467  0.067
H36 0.714 0.561 -2.442  0.037
C23 -0.658 -2.212 -3.504  -0.080
H37 -1.339 -2.102 -2.646  0.075
H38 -1.141 -1.746 -4.371  0.099
H39 -0.523 -3.273 -3.726  0.072
C24 1.739 -1.865 -4.278  -0.081
H40 2.688 -1.353 -4.103  0.084
H41 1.908 -2.938 -4.339  0.062
H42 1.367 -1.537 -5.263  0.102
Pb1 -0.144 -0.697 0.255  1.016
N2 -1.368 0.507 -1.122  -0.011
C25 -1.268 1.736 -0.917  -0.415
C26 -1.952 2.686 -1.897  -0.191
C27 -3.060 2.188 -2.569  -0.046
C28 -1.488 3.983 -2.116  -0.028
C29 -3.740 3.014 -3.484  -0.064
H43 -3.387 1.161 -2.378  0.112
C30 -2.163 4.795 -3.027  -0.071
H44 -0.612 4.360 -1.594  0.099
C31 -3.289 4.318 -3.712  -0.078
H45 -4.612 2.630 -4.004  0.104
H46 -1.804 5.811 -3.205  0.108
H47 -3.812 4.962 -4.421  0.107
C32 0.337 -3.608 3.258  -0.211
S1 0.939 -1.933 3.278  0.963
C33 2.697 -2.164 3.578  -0.185
O2 1.181 -1.683 1.764  -0.709
H48 -0.114 -3.775 4.213  0.057
H49 1.197 -4.271 3.133  0.068
H50 -0.385 -3.762 2.468  0.048
H51 3.072 -2.862 2.821  0.067
H52 3.206 -1.212 3.478  0.067
H53 2.776 -2.554 4.554  0.048